{"formula": "C6H4Cl2FN3S", "method": "ωB97M-V/def2-TZVPD", "symbols": ["C", "C", "C", "C", "C", "C", "N", "N", "N", "F", "S", "Cl", "Cl", "H", "H", "H", "H"], "coordinates": [[0.75998, 0.03304, -2.84218], [0.75421, -0.11162, -1.44478], [1.09226, 0.86007, -0.46971], [0.85483, 0.28277, 0.75600], [1.01110, 0.80883, 2.13190], [-2.75593, -0.52924, -0.48745], [0.74364, 0.19697, -3.97607], [0.34234, -1.21373, -0.83228], [0.40812, -0.98026, 0.47333], [1.53144, 2.10138, -0.69229], [-0.15213, -2.12578, 1.56028], [-2.65831, -1.17303, -2.05369], [-2.54340, -1.51058, 0.81882], [0.77027, 0.03189, 2.85309], [2.03541, 1.14511, 2.29289], [0.35132, 1.65977, 2.28574], [-2.54514, 0.52442, -0.37361]], "atomic_forces_ev_per_a": [[-0.031, -0.050, -0.533], [0.093, 0.194, 1.493], [-0.151, -0.269, 0.236], [0.155, 0.582, -0.177], [0.135, 0.130, -0.016], [0.316, 0.085, -0.534], [0.035, 0.041, -0.322], [-0.078, -0.533, -0.973], [0.006, 0.186, 0.057], [-0.057, -0.274, 0.061], [0.712, -0.303, 0.141], [-0.171, 0.116, 0.139], [-0.822, -0.005, 0.227], [0.008, 0.061, 0.038], [-0.010, -0.001, 0.051], [-0.047, 0.067, 0.089], [-0.094, -0.029, 0.024]], "de_lowest_ev": 1.856, "fmax_ev_per_a": 1.51, "homo_lumo_gap_ev": [8.001, 6.573]}